C12H23InN2O2P2 | ωB97M-V/def2-TZVPD

The geometry in XYZ format:
```
42
Properties=species:S:1:pos:R:3:forces:R:3
In -0.0093 -0.5960 1.4229 -1.4 1.9 -0.7
P 2.5337 -0.5652 0.9328 2.9 0.0 -1.4
P -2.4346 0.1099 0.7825 -1.3 -0.5 -0.1
O -2.0508 -2.6478 -2.1566 0.6 0.6 0.8
O 0.2392 -2.1615 0.1149 -1.0 -0.8 1.0
N 0.2153 0.8305 -0.6112 0.0 -0.6 1.0
N 0.4235 2.1933 3.2654 -0.2 -1.4 -1.2
C 0.5146 2.2835 -2.9527 0.2 0.1 0.5
C -0.8794 1.1283 -1.3356 0.6 -0.2 -0.8
C 1.6150 2.0253 -2.1273 0.1 -0.4 0.1
C -3.2109 1.5511 1.5407 0.4 0.1 0.5
C -3.6405 -1.2778 0.8825 0.1 -0.2 -0.1
C -0.7316 1.8173 -2.5410 -0.3 0.0 0.0
C 0.2810 1.2495 2.5912 0.5 0.4 1.0
C -2.2520 0.5684 -0.9812 0.9 0.7 0.6
C 2.6719 0.9338 -0.1181 -0.8 0.5 0.2
C 3.8038 -0.4225 2.2291 -0.8 0.0 0.5
C 2.9925 -1.9384 -0.1792 -0.7 -0.3 0.4
C 1.4387 1.2524 -0.9818 0.1 0.3 -0.2
H 3.7233 -1.3074 2.8833 0.2 0.4 -0.2
H 2.8886 1.7760 0.5706 -0.2 -0.3 -0.3
H 3.0202 -2.8609 0.4224 0.1 0.2 -0.3
H 0.6422 2.8669 -3.8660 -0.1 -0.3 0.2
H -1.6704 -2.3754 -2.9984 -0.1 -0.2 -0.2
H 2.6394 2.3331 -2.3518 -0.5 0.1 -0.2
H 3.5932 0.4840 2.8206 0.2 -0.3 -0.2
H -4.0765 1.8766 0.9515 0.2 -0.2 0.1
H -3.1877 -2.1928 0.4535 -0.2 0.5 0.1
H -0.5567 -2.2141 2.4180 -0.1 0.0 0.2
H -3.5213 1.3202 2.5679 0.1 0.1 -0.3
H -1.6304 1.9317 -3.1438 0.3 0.3 0.0
H 4.8070 -0.3729 1.7709 -0.4 0.0 0.0
H 3.5624 0.7844 -0.7580 -0.4 0.0 0.3
H -2.4647 2.3510 1.5730 -0.2 0.1 0.1
H -3.9104 -1.4790 1.9397 0.2 0.2 -0.6
H 3.9631 -1.7427 -0.6622 -0.2 0.1 0.3
H -3.0290 1.2808 -1.2619 0.0 0.0 0.1
H 2.1830 -2.0505 -0.9166 0.5 0.0 0.2
H -4.5600 -1.0500 0.3085 0.5 0.0 0.3
H -1.3537 -2.4220 -1.5048 -0.3 -0.4 -0.5
H -2.4256 -0.3175 -1.5473 -0.1 -0.9 -0.6
H -0.1564 -2.9538 0.5542 0.5 0.4 -0.7
```
Forces are in eV/Å.

Calculated values
Charge: +2
Orbital gap (spin up / spin down), Eh: 0.1830 / 0.2113
Lowest unoccupied orbital energy (spin up / spin down), eV: -11.351 / -10.584